No. 1
DFT (ωB97M-V with the def2-TZVPD basis set) results for C6H11NO in the gas phase.

Values from the calculation:
SMILES string: C=CCC[C@@H](N)C=O
max |F|: 2.02 eV/A
LUMO energy: 0.8 eV
net charge: 0
total energy: -365.1531 hartree
relative energy (zero: lowest compared OMol25 entry of this formula, charge and spin): 205.8 kJ/mol

Positions of all 19 atoms, in Å:
H1 -2.2257 -0.3387 -2.1741
C1 0.6557 0.3105 -0.2212
C2 -1.1655 -0.3141 -1.9129
H2 0.8693 0.2465 3.8594
C3 -0.8437 0.2971 -0.5584
O1 -0.2695 -0.8159 -2.5491
H3 0.8624 1.2723 0.2700
N1 -1.6152 1.5495 -0.2904
H4 0.9283 -1.8284 0.2045
C4 0.7659 -0.7491 2.0369
H5 -0.9827 2.2283 0.1264
H6 -0.0362 -1.3949 2.3735
C5 1.2470 0.1941 2.8280
H7 2.2988 -0.9767 0.5285
H8 -1.3480 -0.3708 0.1792
H9 -1.9842 1.9886 -1.1283
H10 2.1099 0.8208 2.6519
C6 1.2119 -0.8607 0.5862
H11 1.1932 0.3923 -1.1631

Forces on the atoms, in the same order (eV/Å):
H -0.3 0.0 -0.5
C 0.2 0.9 -1.0
C 1.7 0.0 1.1
H 0.1 0.1 -0.5
C -1.3 -0.4 1.4
O -1.0 0.0 -0.5
H 0.0 -0.4 0.3
N 0.7 0.2 -0.4
H -0.7 -0.2 -0.5
C 0.4 0.4 -0.9
H -0.2 -0.1 0.0
H 0.0 0.1 0.1
C -0.2 -0.6 1.8
H 0.0 0.8 0.0
H 0.5 -0.3 -0.5
H 0.2 -0.1 -0.1
H -0.1 0.1 -0.5
C -0.1 -0.3 0.8
H 0.1 -0.1 -0.2

=====

No. 2
DFT (ωB97M-V with the def2-TZVPD basis set) results for C4H6ClN in the gas phase.

Values from the calculation:
SMILES string: CC(C)(Cl)C#N
max |F|: 3.04 eV/A
LUMO energy: 0.7 eV
net charge: 0
total energy: -670.9398 hartree
relative energy (zero: lowest compared OMol25 entry of this formula, charge and spin): 23.1 kJ/mol

Positions of all 12 atoms, in Å:
H1 1.0776 -1.5089 -0.7308
H2 -1.8039 0.4410 1.0326
C1 0.1596 0.3599 0.1522
C2 0.8711 -0.4711 -0.9670
C3 -1.3665 -0.0209 0.2280
C4 0.8507 0.2774 1.5041
H3 1.8473 -0.0343 -1.1079
H4 -1.5017 -1.1302 0.3526
N1 1.2561 0.2330 2.5950
H5 0.3388 -0.5187 -1.9493
H6 -1.8911 0.2372 -0.6783
Cl1 0.1620 2.1355 -0.4310

Forces on the atoms, in the same order (eV/Å):
H -0.3 -0.2 0.7
H -1.1 1.2 1.9
C -0.8 -0.4 -0.9
C 0.0 0.3 -0.1
C 1.9 -2.2 -0.9
C -0.4 0.2 0.4
H 0.3 0.2 -0.3
H 0.4 0.9 0.0
N -0.6 0.0 -2.0
H 0.1 0.6 1.0
H 0.2 0.3 -0.3
Cl 0.3 -0.9 0.6